The following is a quantum chemistry calculation of a cluster of 2 separate species, C5H11NO3S in total in a non-equilibrium geometry, from OMol25.

XYZ file:
```
21
Properties=species:S:1:pos:R:3:forces:R:3
S 2.127 -1.472 -0.333 2.1 -0.4 3.3
O 2.134 -2.244 -1.506 -0.5 -0.3 -2.0
O 3.384 -1.334 0.395 -1.6 0.1 -0.9
O 1.190 -2.253 0.710 2.1 0.1 0.0
N -1.444 -1.174 0.559 0.8 0.1 1.7
C 1.491 0.156 -0.559 0.1 -1.3 -1.8
C -1.748 0.000 0.878 -0.6 0.8 0.0
C -1.888 -1.923 -0.555 -2.1 -0.8 0.2
C 0.980 2.398 0.520 2.4 -0.4 -0.9
C 1.482 0.958 0.452 -1.3 2.2 0.2
H 0.265 -2.083 0.787 -1.8 0.9 -0.2
H -2.495 -1.318 -1.285 0.7 -0.8 0.3
H -1.487 0.457 1.857 0.4 -0.7 -0.6
H -2.536 -2.769 -0.104 0.6 1.4 -0.8
H 1.263 0.423 -1.570 -0.2 0.0 -0.5
H -1.057 -2.502 -0.938 0.2 0.3 -0.7
H -2.348 0.707 0.272 0.0 -0.6 -0.2
H 1.703 0.492 1.351 0.7 -0.4 2.0
H -0.015 2.369 0.816 -2.0 -0.1 0.8
H 0.971 2.916 -0.487 0.5 -0.4 1.3
H 1.558 2.873 1.351 -0.4 0.2 -1.1
```
Positions in Å, forces in eV/Å.

Results
Frontier orbital gap: 10.83 eV
Structure (SMILES): C/C=C/S(=O)(=O)O.C=NC
Maximum force: 3.91 eV/A
Multiplicity: 1
HOMO: -10.32 eV
Charge: 0

Mulliken atomic charge list, values in e, 6 entries: number 1, S, carries 1.23; number 2, O, carries -0.63; number 3, O, carries -0.63; number 4, O, carries -0.45; number 5, N, carries -0.36; number 6, C, carries -0.55

The following is a quantum chemistry calculation of a cluster of 2 separate species, C5H11NO4 in total in a non-equilibrium geometry, from OMol25.

XYZ file:
```
21
Properties=species:S:1:pos:R:3:forces:R:3
O 2.407 0.290 0.781 1.0 0.3 1.6
O 0.327 1.905 -0.346 0.3 -0.1 -0.8
O 0.104 1.016 1.685 1.1 -0.3 1.0
O 2.260 0.336 -1.427 -0.2 2.5 -0.6
N 1.920 -0.210 -0.207 -0.2 -1.6 -2.6
C -0.238 1.143 0.397 -0.2 1.9 1.4
C 0.685 -1.892 0.876 0.6 0.6 1.7
C -2.109 0.611 -1.240 -0.5 2.6 1.9
C -1.572 0.528 0.237 -1.1 -0.6 -1.2
C 1.194 -1.285 -0.374 -1.2 1.4 1.3
H -0.091 -2.557 0.612 -1.2 -0.6 -0.1
H 1.085 1.113 1.875 -1.2 0.2 -0.9
H 1.453 -2.540 1.323 -0.1 0.4 0.2
H -1.445 -0.530 0.623 -0.9 1.4 -0.2
H 0.607 -1.347 -1.289 0.8 -0.1 0.0
H -2.233 1.207 0.830 0.5 -1.1 0.2
H -1.450 1.385 -1.719 -1.1 -0.5 0.1
H 0.328 -1.089 1.663 0.8 -1.8 -1.6
H -1.936 -0.296 -1.705 0.0 -1.8 -1.2
H 1.935 1.312 -1.376 0.6 -2.0 0.2
H -3.232 0.902 -1.219 2.1 -0.5 -0.4
```
Positions in Å, forces in eV/Å.

Results
Frontier orbital gap: 10.07 eV
Structure (SMILES): C/C=[N+](\[O-])O.CCC(=O)O
Maximum force: 3.28 eV/A
Multiplicity: 1
HOMO: -9.31 eV
Charge: 0

Mulliken atomic charge list, values in e, 6 entries: number 1, O, carries -0.74; number 2, O, carries -0.70; number 3, O, carries -0.45; number 4, O, carries -0.47; number 5, N, carries 0.77; number 6, C, carries 0.32

The following is a quantum chemistry calculation of an isolated molecule of C5H11NOS in a non-equilibrium geometry, from OMol25.

XYZ file:
```
19
Properties=species:S:1:pos:R:3:forces:R:3
S 1.806 0.997 2.661 0.0 -0.6 -1.1
O -1.865 0.027 -1.491 -1.0 1.6 2.2
N 1.060 0.057 -1.284 -3.2 -3.4 -0.6
C 0.182 -1.204 -1.708 2.3 -0.1 1.0
C 1.318 0.049 1.431 -2.2 -1.8 0.4
C -1.243 -1.158 -1.135 0.8 -2.9 -0.1
C -3.180 0.011 -0.872 0.3 -2.9 0.7
C 0.825 0.576 0.035 0.5 1.5 0.4
H -1.161 -1.515 0.042 -0.8 1.3 -2.6
H 0.123 -1.226 -2.760 -0.3 0.9 -1.4
H 1.975 -0.170 -1.550 1.6 0.0 0.0
H -3.763 -0.743 -1.466 0.3 0.1 0.7
H -1.897 -1.854 -1.761 1.2 -0.6 1.4
H 1.427 1.541 -0.022 -1.7 -0.4 0.4
H -3.105 -0.466 0.295 -0.4 2.0 -3.1
H 0.775 -2.241 -1.633 -1.5 2.0 1.0
H 0.915 -1.025 1.703 1.2 1.7 -0.6
H -0.352 0.590 0.069 2.3 0.9 0.5
H -3.747 0.902 -1.090 0.5 0.7 0.7
```
Positions in Å, forces in eV/Å.

Results
Frontier orbital gap: 8.17 eV
Structure (SMILES): COCCNCC=S
Maximum force: 4.69 eV/A
Multiplicity: 1
HOMO: -8.44 eV
Charge: 0

Mulliken atomic charge list, values in e, 6 entries: number 1, S, carries -0.20; number 2, O, carries -0.33; number 3, N, carries -0.30; number 4, C, carries -0.69; number 5, C, carries -0.23; number 6, C, carries -0.49

The following is a quantum chemistry calculation of a cluster of 2 separate species, C5H11NOS in total in a non-equilibrium geometry, from OMol25.

XYZ file:
```
19
Properties=species:S:1:pos:R:3:forces:R:3
S -0.522 -2.004 -2.369 0.4 -0.6 1.0
O -2.549 -0.491 -2.643 2.2 -0.9 -0.5
N -1.476 -0.886 -3.121 -2.6 1.2 0.4
C 0.615 1.093 0.706 -0.2 -0.4 0.6
C 1.269 0.636 2.015 -0.1 -0.1 1.2
C -1.161 -2.516 -0.709 -4.0 1.7 -2.1
C -0.550 0.544 0.327 1.2 0.3 1.8
C 1.438 2.128 -0.044 -1.1 -1.1 3.1
H -2.345 -2.580 -0.765 2.3 -0.4 -0.3
H -1.164 0.774 -0.500 -0.3 0.4 -0.9
H -1.073 -1.711 -0.010 1.0 -0.1 0.5
H 2.346 0.388 1.845 -0.7 0.4 0.2
H 0.823 2.697 -0.618 -1.7 1.6 -2.1
H -0.952 -0.140 1.071 -0.2 0.0 -0.3
H 0.822 -0.295 2.498 0.3 1.1 -0.9
H 1.911 2.796 0.658 0.5 0.1 0.2
H 1.185 1.452 2.828 0.4 -1.1 -1.4
H -0.724 -3.456 -0.582 0.7 -1.2 0.8
H 2.108 1.572 -0.585 2.0 -0.9 -1.6
```
Positions in Å, forces in eV/Å.

Results
Frontier orbital gap: 9.21 eV
Structure (SMILES): C=C(C)C.CSN=O
Maximum force: 4.86 eV/A
Multiplicity: 1
HOMO: -9.27 eV
Charge: 0

Mulliken atomic charge list, values in e, 6 entries: number 1, S, carries 0.12; number 2, O, carries -0.35; number 3, N, carries 0.10; number 4, C, carries 1.03; number 5, C, carries -1.13; number 6, C, carries -0.32

The following is a quantum chemistry calculation of a cluster of 2 separate species, C5H11NOS in total in a non-equilibrium geometry, from OMol25.

XYZ file:
```
19
Properties=species:S:1:pos:R:3:forces:R:3
S 0.737 -1.795 -0.839 0.1 0.2 0.8
O 3.155 -0.207 0.710 1.6 -1.0 -0.6
N -1.029 -0.283 0.693 -3.0 3.0 1.1
C -2.097 -0.060 -0.205 -0.6 -4.5 0.8
C 2.367 1.195 -1.104 -0.9 0.1 0.7
C -3.405 0.114 0.542 0.9 -2.3 -0.6
C 2.398 0.766 0.166 0.0 1.4 -0.4
C 0.035 -0.822 0.593 3.4 -1.8 -1.0
H 2.918 0.546 -1.804 -0.3 0.9 -0.1
H 1.637 2.036 -1.394 1.5 -1.6 0.3
H 1.828 1.139 0.997 -0.5 0.7 -0.2
H -4.115 0.238 -0.224 -1.4 0.8 -0.6
H -2.082 -0.916 -0.907 -0.6 0.3 -0.2
H 3.912 -0.459 0.132 -0.8 0.3 0.4
H -3.720 -0.731 1.140 0.2 -0.3 0.1
H 2.030 -1.801 -0.354 -1.1 0.0 -0.2
H -2.056 0.797 -0.740 1.2 2.8 -1.8
H -3.205 0.909 1.169 -0.4 2.0 1.3
H 0.693 -0.666 1.430 0.7 -0.8 0.2
```
Positions in Å, forces in eV/Å.

Results
Frontier orbital gap: 9.37 eV
Structure (SMILES): CC/N=C\S.C=CO
Maximum force: 4.61 eV/A
Multiplicity: 1
HOMO: -8.82 eV
Charge: 0

Mulliken atomic charge list, values in e, 6 entries: number 1, S, carries -0.27; number 2, O, carries -0.48; number 3, N, carries -0.24; number 4, C, carries -0.27; number 5, C, carries -0.53; number 6, C, carries -1.32

The following is a quantum chemistry calculation of an isolated molecule of C5H11NOS in a non-equilibrium geometry, from OMol25.

XYZ file:
```
19
Properties=species:S:1:pos:R:3:forces:R:3
S 1.196 -1.764 1.782 0.1 -0.3 0.3
O 0.500 1.795 -1.243 0.5 0.2 -0.2
N -1.018 0.116 -1.039 -0.4 0.4 0.1
C -2.296 0.170 -0.309 0.0 -0.1 0.0
C 0.309 0.766 0.904 -0.3 1.0 0.2
C -1.093 0.136 -2.481 -0.1 0.8 -0.7
C -0.067 0.996 -0.542 0.0 -0.8 0.3
C 1.515 -0.164 1.035 0.4 0.7 -1.1
H -2.535 1.171 0.076 0.2 -0.1 -0.1
H -1.266 1.140 -2.900 0.0 -0.1 0.3
H -3.109 -0.080 -0.992 0.2 -0.2 0.1
H -0.118 -1.838 1.542 0.0 0.1 -0.2
H 1.948 -0.263 0.033 -0.1 -0.4 0.1
H -2.274 -0.523 0.534 -0.3 0.0 -0.1
H 0.533 1.756 1.289 0.3 0.1 0.2
H -0.535 0.425 1.481 -0.2 -0.3 0.2
H -0.129 -0.172 -2.874 0.0 -0.2 -0.1
H -1.897 -0.484 -2.851 0.0 -0.5 0.1
H 2.311 0.350 1.568 -0.1 -0.2 0.5
```
Positions in Å, forces in eV/Å.

Results
Frontier orbital gap: 9.89 eV
Structure (SMILES): CN(C)C(=O)CCS
Maximum force: 1.32 eV/A
Multiplicity: 1
HOMO: -9.13 eV
Charge: 0

Mulliken atomic charge list, values in e, 6 entries: number 1, S, carries -0.24; number 2, O, carries -0.60; number 3, N, carries 0.14; number 4, C, carries -0.99; number 5, C, carries -0.71; number 6, C, carries -0.93